12
Properties=species:S:1:pos:R:3 method="wB97M-V/def2-TZVPD" smiles="O=C1Cc2cocc21" relative_energy_ev=3.585 e_tot_ev=-10376.989 homo_lumo_gap_ha=0.3508 lumo_ev=0.03
O 2.558 -1.137 -0.266
C 1.506 -0.499 -0.134
C 1.212 1.133 0.096
C -0.266 0.598 -0.220
C -1.649 0.630 -0.220
O -2.086 -0.756 -0.127
C -0.918 -1.570 0.041
C 0.062 -0.752 0.030
H 1.710 2.221 -0.487
H 1.406 1.320 1.242
H -2.456 1.471 -0.292
H -1.080 -2.660 0.338

13
Properties=species:S:1:pos:R:3 method="wB97M-V/def2-TZVPD" relative_energy_ev=2.600 e_tot_ev=-9270.902 homo_lumo_gap_ha=0.3117 lumo_ev=0.84
N 0.172 -1.811 0.946
C 0.162 -0.610 0.226
C -0.321 0.612 0.614
O -1.012 0.763 1.805
C -0.199 1.531 -0.465
C 0.387 0.826 -1.479
N 0.605 -0.470 -1.053
H -0.324 -1.631 1.817
H 1.119 -2.098 1.181
H -1.643 0.426 0.988
H -0.504 2.570 -0.478
H 0.661 1.132 -2.474
H 0.897 -1.240 -1.628

80
Properties=species:S:1:pos:R:3 method="wB97M-V/def2-TZVPD" relative_energy_ev=6.802 e_tot_ev=-131700.569 homo_lumo_gap_ha="0.1101 / 0.1221" lumo_ev="-15.16 / -14.83" charge=+4
C -4.558 -3.966 1.413
C -3.247 -4.488 1.481
C -3.097 -5.853 1.798
C -4.236 -6.573 2.201
N -5.454 -6.028 2.229
C -5.630 -4.774 1.809
C -2.161 -3.576 1.253
C -1.901 -2.309 1.410
C -1.848 -1.031 2.035
C -1.519 0.096 1.248
C -0.931 1.202 1.829
C -0.656 1.139 3.205
C -1.254 0.191 4.046
C -1.891 -0.882 3.446
Sn -0.133 -2.858 0.228
P 0.512 0.604 -2.451
H -2.122 -6.337 1.739
H -4.741 -2.948 1.070
H -4.155 -7.620 2.511
H -6.658 -4.394 1.797
H -2.462 -1.589 4.036
H -1.774 0.121 0.194
H -1.268 0.334 5.122
H -0.682 2.068 1.204
C 1.849 1.767 -2.991
C 2.696 1.374 -4.192
H 2.492 1.880 -2.100
H 1.348 2.735 -3.163
H 3.278 2.251 -4.495
H 3.410 0.580 -3.953
H 2.102 1.065 -5.059
C 0.992 -1.027 -3.181
C -0.159 -2.041 -3.177
H 1.847 -1.399 -2.593
H 1.355 -0.840 -4.200
H 0.250 -3.059 -3.173
H -0.812 -1.948 -2.292
H -0.782 -1.942 -4.076
C -0.882 1.102 -3.562
C -0.659 1.037 -5.071
H -1.141 2.129 -3.258
H -1.728 0.457 -3.276
H -1.629 1.192 -5.558
H 0.009 1.829 -5.433
H -0.284 0.063 -5.411
Br 0.441 2.452 3.991
P 3.108 -1.186 1.759
C 2.942 -1.119 -0.081
C 4.333 -1.104 -0.716
H 2.376 -0.214 -0.348
H 2.359 -1.991 -0.416
H 4.277 -1.234 -1.803
H 4.853 -0.157 -0.523
H 4.952 -1.919 -0.319
C 2.962 0.627 2.104
C 3.854 1.006 3.277
H 1.915 0.864 2.334
H 3.239 1.193 1.209
H 3.788 2.081 3.465
H 3.561 0.495 4.199
H 4.903 0.772 3.068
C 1.485 -1.640 2.509
C 1.407 -3.084 3.012
H 0.759 -1.394 1.692
H 1.221 -0.917 3.297
H 0.433 -3.294 3.474
H 1.547 -3.800 2.187
H 2.187 -3.258 3.767
N -2.544 8.790 -1.508
C -2.075 7.764 -1.190
C -1.476 6.523 -0.738
C -1.314 6.242 0.622
C -0.890 4.959 1.000
N -0.609 4.010 0.110
C -0.670 4.305 -1.190
C -1.109 5.548 -1.672
H -1.535 6.988 1.379
H -0.786 4.706 2.056
H -0.380 3.527 -1.905
H -1.204 5.723 -2.745

15
Properties=species:S:1:pos:R:3 method="wB97M-V/def2-TZVPD" smiles="O=[N+]([O-])C1=C(Cl)CCS1(=O)=O" relative_energy_ev=4.507 e_tot_ev=-37244.927 homo_lumo_gap_ha=0.3784 lumo_ev=-0.55
O -3.051 -1.107 0.370
N -2.593 -0.069 0.004
O -3.046 1.040 -0.014
C -0.947 -0.150 -0.390
C -0.159 -1.231 -0.240
Cl -0.585 -2.927 -0.157
C 1.341 -0.892 -0.006
C 1.617 0.574 0.013
S -0.027 1.405 -0.168
O -0.352 1.934 1.092
O -0.034 2.198 -1.359
H 1.450 -1.168 1.036
H 1.972 -1.481 -0.539
H 1.961 0.956 0.928
H 2.452 0.917 -0.569

58
Properties=species:S:1:pos:R:3 method="wB97M-V/def2-TZVPD" smiles="CCc1ccc(C2=NN(CCC(=O)NC3CCCCCC3)C(=O)CC2)cc1" relative_energy_ev=0.897 e_tot_ev=-31883.459 homo_lumo_gap_ha=0.3211 lumo_ev=0.78
C 6.162 3.481 -0.802
C 6.680 2.197 -0.149
C 5.562 1.210 0.023
C 4.791 1.202 1.179
C 3.741 0.317 1.330
C 3.425 -0.586 0.316
C 2.321 -1.531 0.446
N 1.822 -2.013 -0.627
N 0.798 -2.898 -0.564
C 0.037 -3.014 -1.791
C -1.450 -2.723 -1.576
C -1.719 -1.394 -0.882
O -0.885 -0.747 -0.284
N -3.011 -1.006 -0.982
C -3.541 0.173 -0.321
C -4.424 -0.270 0.854
C -5.370 0.800 1.403
C -4.774 2.207 1.474
C -4.986 3.005 0.188
C -4.125 2.555 -0.990
C -4.253 1.073 -1.337
C 0.493 -3.651 0.522
O -0.385 -4.496 0.499
C 1.385 -3.398 1.722
C 1.774 -1.925 1.792
C 4.190 -0.566 -0.853
C 5.240 0.316 -0.993
H 5.390 3.934 -0.184
H 5.733 3.262 -1.777
H 6.971 4.197 -0.929
H 7.462 1.766 -0.776
H 7.115 2.439 0.823
H 5.020 1.898 1.974
H 3.152 0.348 2.234
H 0.141 -4.028 -2.191
H 0.478 -2.296 -2.484
H -1.960 -2.749 -2.540
H -1.864 -3.509 -0.939
H -3.676 -1.615 -1.432
H -2.659 0.698 0.057
H -3.763 -0.617 1.652
H -5.023 -1.128 0.536
H -6.277 0.838 0.796
H -5.674 0.486 2.404
H -3.712 2.154 1.713
H -5.265 2.750 2.286
H -6.041 2.941 -0.093
H -4.767 4.057 0.384
H -3.076 2.772 -0.775
H -4.409 3.148 -1.863
H -3.783 0.912 -2.310
H -5.304 0.793 -1.425
H 2.280 -4.019 1.604
H 0.863 -3.727 2.620
H 0.885 -1.316 1.985
H 2.498 -1.761 2.590
H 3.942 -1.261 -1.640
H 5.826 0.312 -1.901

95
Properties=species:S:1:pos:R:3 method="wB97M-V/def2-TZVPD" e_tot_ev=-122356.282 homo_lumo_gap_ha="0.2158 / 0.2241" lumo_ev="-1.86 / -1.06"
W -0.250 -0.412 0.103
O 2.331 -1.661 -2.699
C 1.596 -1.041 -1.979
O 0.753 -1.598 -1.111
C 1.512 0.445 -1.964
C 2.280 1.264 -2.733
C 2.254 2.654 -2.509
C 1.565 3.116 -1.415
C 0.823 2.240 -0.623
N 0.645 0.911 -0.984
C 0.321 2.580 0.675
O 0.222 3.660 1.191
O -0.049 1.432 1.396
H 2.919 0.820 -3.484
H 2.836 3.316 -3.133
H 1.604 4.152 -1.103
C 0.894 2.820 3.893
Si -0.397 1.715 3.101
C -0.217 0.073 4.003
C -2.206 2.161 3.077
C -2.698 2.960 4.113
C -4.044 3.269 4.202
C -4.916 2.765 3.250
C -4.437 1.954 2.231
C -3.085 1.634 2.114
Si -2.536 0.679 0.517
C -2.583 2.245 -0.630
C -4.107 -0.366 0.149
H 0.797 2.760 4.979
H 0.819 3.861 3.590
H 1.888 2.453 3.629
H -0.159 0.286 5.075
H 0.700 -0.448 3.732
H -1.062 -0.595 3.849
H -2.009 3.346 4.858
H -4.409 3.894 5.007
H -5.971 3.007 3.299
H -5.144 1.571 1.505
H -3.535 2.330 -1.157
H -1.791 2.251 -1.381
H -2.459 3.143 -0.022
H -4.871 0.234 -0.348
H -4.533 -0.751 1.079
H -3.905 -1.232 -0.489
O 3.130 -5.471 3.395
C 2.533 -4.539 2.939
S 3.322 -3.033 2.414
C 1.871 -2.226 1.870
C 0.707 -2.908 1.990
S -0.828 -2.233 1.544
S 0.778 -4.514 2.690
S 1.964 -0.599 1.307
C -2.405 -4.086 -0.926
C -3.321 -3.780 -2.067
C -4.288 -4.727 -2.404
C -5.145 -4.539 -3.471
C -5.031 -3.391 -4.238
C -4.092 -2.431 -3.902
C -3.251 -2.593 -2.802
Sb -1.779 -1.008 -2.458
C -0.802 -1.833 -4.267
C 0.001 -2.927 -3.942
C 0.668 -3.654 -4.911
C 0.531 -3.297 -6.241
C -0.302 -2.245 -6.574
C -0.998 -1.504 -5.614
C -1.921 -0.441 -6.159
C -3.002 0.616 -3.200
C -4.382 0.556 -3.041
C -5.189 1.606 -3.455
C -4.612 2.736 -4.010
C -3.234 2.808 -4.150
C -2.413 1.759 -3.752
C -0.924 1.869 -3.927
H -2.279 -5.163 -0.804
H -2.820 -3.702 0.004
H -1.416 -3.651 -1.064
H -4.359 -5.630 -1.808
H -5.883 -5.291 -3.717
H -5.670 -3.241 -5.100
H -4.014 -1.544 -4.516
H 0.124 -3.229 -2.910
H 1.298 -4.484 -4.620
H 1.053 -3.843 -7.016
H -0.441 -1.981 -7.616
H -1.355 0.417 -6.530
H -2.632 -0.088 -5.424
H -2.474 -0.852 -7.004
H -4.840 -0.322 -2.605
H -6.264 1.534 -3.346
H -5.232 3.564 -4.327
H -2.781 3.699 -4.569
H -0.671 2.698 -4.586
H -0.508 0.951 -4.348
H -0.434 2.055 -2.969